# 1
Formula: C28H63NO17S
Source: the OMol25 dataset
Level of theory: ωB97M-V with the def2-TZVPD basis set

charge: 0
HOMO-LUMO gap: 9.15 eV
max |F|: 0.0221 hartree/bohr
SMILES: CC(=O)OCCCN(CCCS(=O)(=O)O)C(=O)OOC[C@@H](C)O.COCCOC.COCCOC.COCCOC.COCCOC
HOMO level: -8.915 eV

Atoms and positions in Å:
C 2.70443 -3.97969 -0.85804
C 1.90934 -2.81671 -0.35485
O 1.07985 -2.89644 0.51820
O 2.22377 -1.63027 -0.95054
C 1.12215 -1.07769 -1.71266
C 1.09899 -1.59286 -3.14938
C -0.17053 -2.38946 -3.54982
N -1.28869 -2.27556 -2.59459
C -1.79985 -3.52985 -2.04163
C -2.32669 -3.28534 -0.62737
C -2.92247 -4.53829 0.02814
S -4.67632 -4.62455 -0.21637
O -5.21454 -3.36367 0.18685
O -5.15980 -5.84265 0.36411
O -4.85928 -4.70731 -1.78473
C -2.35249 -1.47945 -3.08036
O -3.20621 -1.83734 -3.83419
O -2.30359 -0.18016 -2.60562
O -3.62174 0.06721 -2.04129
C -3.40943 0.56684 -0.73901
C -2.55118 1.84674 -0.68410
C -1.07694 1.58434 -0.34019
O -2.70808 2.61338 -1.86784
H 3.76081 -3.79186 -0.65856
H 2.41352 -4.88134 -0.32428
H 2.56576 -4.12919 -1.92818
H 1.23972 0.00365 -1.69043
H 0.20472 -1.31428 -1.18055
H 1.27578 -0.78036 -3.85382
H 1.95725 -2.25719 -3.26698
H -0.50291 -2.05993 -4.53694
H 0.06774 -3.44713 -3.66003
H -2.56959 -3.96860 -2.68295
H -0.98022 -4.24962 -1.97525
H -1.49424 -2.89996 -0.03631
H -3.08749 -2.50202 -0.66807
H -2.80847 -4.49131 1.10884
H -2.45703 -5.43389 -0.38369
H -4.80956 -5.63462 -2.06203
H -4.42067 0.78551 -0.38930
H -2.98941 -0.20235 -0.08334
H -2.95746 2.47087 0.11552
H -0.44106 1.77816 -1.20858
H -0.90454 0.55132 -0.04029
H -0.72975 2.24327 0.45428
H -2.08142 2.26372 -2.51114
C 0.31824 8.01393 0.04586
O -0.49141 7.58367 -1.03237
C -0.16729 6.28674 -1.50601
C -1.08938 5.22045 -0.95767
O -0.96589 5.07663 0.45146
C -1.97438 5.75342 1.17982
H -0.17909 8.86428 0.50980
H 0.44823 7.22781 0.79295
H 1.30256 8.33437 -0.31324
H 0.87409 6.04344 -1.26949
H -0.27009 6.30629 -2.59544
H -0.81778 4.26177 -1.39854
H -2.12683 5.42847 -1.23087
H -2.91553 5.19297 1.15042
H -2.14668 6.75930 0.79160
H -1.64043 5.82529 2.21402
C 8.84358 -2.94166 2.31233
O 8.92898 -2.01081 1.24793
C 8.93467 -2.60588 -0.03777
C 7.56877 -2.57021 -0.68807
O 6.61553 -3.35373 0.01137
C 5.80706 -2.59795 0.89666
H 8.55890 -2.38928 3.20627
H 8.09370 -3.71112 2.11721
H 9.81367 -3.42015 2.48497
H 9.30159 -3.63601 0.01381
H 9.63001 -2.03102 -0.65710
H 7.64788 -2.98432 -1.69783
H 7.22429 -1.53421 -0.77345
H 5.03711 -2.05737 0.33297
H 6.38970 -1.88320 1.48119
H 5.32048 -3.29412 1.57931
C 4.68581 3.24938 4.25971
O 5.57767 3.49217 3.18688
C 6.79467 2.77198 3.28233
C 6.79237 1.52263 2.42931
O 5.83079 0.57546 2.86437
C 4.62598 0.60074 2.12000
H 3.70351 3.60746 3.95593
H 4.61825 2.18542 4.49645
H 4.99989 3.79770 5.15457
H 7.00775 2.51485 4.32493
H 7.59168 3.43316 2.92884
H 7.77363 1.04396 2.50325
H 6.62357 1.78427 1.37953
H 4.77018 0.10378 1.15514
H 4.26508 1.61672 1.94689
H 3.87435 0.05464 2.68843
C -10.43158 0.57300 -0.47637
O -9.95410 -0.75815 -0.51422
C -8.58801 -0.86252 -0.88658
C -7.67375 -1.02836 0.30610
O -7.68314 0.11461 1.15226
C -8.52094 -0.02528 2.28363
H -11.36779 0.56986 0.08014
H -9.72571 1.24220 0.02054
H -10.62518 0.94386 -1.48921
H -8.28528 0.00920 -1.47582
H -8.49225 -1.74804 -1.52158
H -6.65035 -1.15785 -0.05344
H -7.94205 -1.92613 0.87027
H -8.04150 -0.65048 3.04502
H -9.48704 -0.46132 2.02023
H -8.68300 0.96920 2.69770

---

# 2
Formula: C28H64B3ClN2O8
Source: the OMol25 dataset
Level of theory: ωB97M-V with the def2-TZVPD basis set

charge: 0
HOMO-LUMO gap: 9.25 eV
max |F|: 0.0248 hartree/bohr
HOMO level: -8.692 eV

Atoms and positions in Å:
C 0.97758 -0.89810 -2.79780
C 0.13004 -0.33901 -3.94236
C -1.22262 -1.08160 -4.05680
Cl -1.17012 -2.35532 -5.31470
B -2.47032 -0.13449 -4.23792
O -2.53969 1.10253 -3.63123
B -3.77591 1.41603 -3.11363
O -4.89246 0.67998 -3.41302
B -4.65248 -0.53425 -4.04864
C -5.41237 -1.85882 -3.72919
C -4.60819 -2.59126 -2.63870
C -4.43160 -1.80203 -1.32815
C -4.89159 -2.61348 -0.10024
C -4.13733 -2.25184 1.16781
C -2.68626 -2.73293 1.15509
C -2.06125 -2.68343 2.55960
C -0.74037 -1.92625 2.59318
C -0.89826 -0.48368 2.08458
C -0.41022 0.62928 3.03249
C -0.74718 0.48948 4.51031
C -2.21382 0.75355 4.90711
O -3.11293 0.70585 3.80496
C -4.44294 0.40170 4.17942
O -3.58614 -0.55427 -4.94359
H 0.74391 -1.94069 -2.62496
H 0.80370 -0.36019 -1.87324
H 2.02450 -0.83904 -3.07358
H 0.64551 -0.44450 -4.88629
H -0.11122 0.70129 -3.76310
H -1.36884 -1.61027 -3.11896
H -3.89856 2.34552 -2.38659
H -6.45048 -1.70849 -3.45285
H -5.37871 -2.47175 -4.62615
H -3.62810 -2.84199 -3.03480
H -5.09242 -3.54097 -2.44185
H -5.02593 -0.89759 -1.33190
H -3.38046 -1.56861 -1.17826
H -5.95402 -2.42840 0.03753
H -4.76194 -3.67867 -0.26525
H -4.61759 -2.77240 1.99622
H -4.18439 -1.19097 1.40142
H -2.13870 -2.10392 0.45595
H -2.66758 -3.73573 0.74369
H -2.76859 -2.24103 3.25348
H -1.91235 -3.71123 2.87945
H -0.26616 -1.98260 3.56553
H -0.08413 -2.45705 1.90810
H -0.29554 -0.39214 1.18444
H -1.91160 -0.25350 1.78735
H 0.66558 0.73532 2.93576
H -0.82810 1.56276 2.66838
H -0.43622 -0.46056 4.92929
H -0.16347 1.24508 5.02820
H -2.50762 0.01438 5.64492
H -2.27854 1.75182 5.33957
H -5.10753 1.08585 3.65769
H -4.71275 -0.61968 3.91840
H -4.61634 0.53778 5.24436
C -1.94624 5.58877 1.21790
O -2.06830 6.04852 2.55087
C -2.00772 5.01644 3.52820
C -0.75213 5.13644 4.36565
N 0.43547 4.81745 3.58205
C 1.69768 5.11893 4.25220
C 2.01433 6.57905 4.56116
O 2.22894 7.38032 3.41516
C 1.06526 7.94182 2.83516
H -2.13517 6.43620 0.56104
H -0.94116 5.20567 1.01023
H -2.68003 4.80723 1.00022
H -2.07609 4.02776 3.06448
H -2.87602 5.13925 4.18263
H -0.81850 4.43984 5.20724
H -0.71813 6.15678 4.77064
H 0.40251 5.33334 2.71213
H 2.49761 4.73915 3.61168
H 1.74158 4.54547 5.18378
H 2.95803 6.59416 5.11319
H 1.26572 7.03966 5.21685
H 0.29540 8.14791 3.58276
H 0.65274 7.29483 2.05602
H 1.35198 8.88226 2.36403
C 8.57034 -3.29324 -2.05254
O 8.07940 -2.74950 -3.26281
C 8.09601 -3.65730 -4.35881
C 6.68873 -4.01237 -4.78787
N 6.02443 -4.83555 -3.78413
C 4.59647 -5.03574 -4.01714
C 3.68236 -3.81588 -3.95840
O 3.56785 -3.23672 -2.67115
C 4.56581 -2.28748 -2.34187
H 8.63029 -2.48115 -1.32989
H 7.90353 -4.06504 -1.65309
H 9.57007 -3.71673 -2.18580
H 8.67073 -4.55611 -4.11920
H 8.59651 -3.15111 -5.18947
H 6.73152 -4.56802 -5.72909
H 6.15233 -3.07180 -4.97219
H 6.14551 -4.40259 -2.87762
H 4.24611 -5.74441 -3.26266
H 4.46849 -5.52199 -4.98925
H 2.67587 -4.15450 -4.21980
H 3.95226 -3.05344 -4.69906
H 4.92569 -1.74995 -3.22283
H 5.41083 -2.75447 -1.82860
H 4.12220 -1.56765 -1.65256

---

# 3
Formula: C28H64N8O10
Source: the OMol25 dataset
Level of theory: ωB97M-V with the def2-TZVPD basis set

charge: 0
HOMO-LUMO gap: 9.12 eV
max |F|: 0.0758 hartree/bohr
SMILES: CCOC(C)=O.CN(C)C=O.CN(C)C=O.CN(C)C=O.CN(C)C=O.CN(C)C=O.CN(C)C=O.CN(C)C=O.CN(C)C=O
HOMO level: -8.957 eV

Atoms and positions in Å:
C 2.40773 -4.70376 -3.29051
O 1.59729 -5.58755 -3.58409
N 2.14248 -3.45125 -3.64832
C 0.99239 -2.99533 -4.41585
C 3.19287 -2.44471 -3.54632
H 3.40792 -4.88324 -2.86671
H 1.25189 -2.70168 -5.43298
H 0.66792 -2.05011 -3.98068
H 0.25177 -3.79504 -4.40865
H 2.84548 -1.42985 -3.73989
H 3.64765 -2.44330 -2.55573
H 3.91967 -2.68303 -4.32291
C -0.14967 3.35631 4.59851
O -0.58115 2.76491 5.56530
N -0.93621 3.87187 3.69115
C -0.41670 4.70492 2.57921
C -2.34711 3.87965 3.77824
H 0.91895 3.56680 4.43741
H 0.63300 4.55928 2.32416
H -0.38231 5.74290 2.91013
H -0.98801 4.59607 1.65734
H -2.79177 3.14892 3.10266
H -2.69581 3.71618 4.79794
H -2.79954 4.84765 3.56285
C 3.69943 -5.11846 0.91225
O 3.92185 -4.94165 -0.27749
N 3.97776 -4.22889 1.92245
C 3.49462 -4.37932 3.27562
C 4.67787 -2.97926 1.69434
H 3.13115 -5.96999 1.31739
H 4.30448 -4.55505 3.98368
H 2.84669 -5.24910 3.38408
H 3.07029 -3.44298 3.63796
H 3.95927 -2.18070 1.87879
H 5.46423 -2.80533 2.42884
H 5.03427 -2.87537 0.66951
C -2.70282 -3.11314 -0.11621
O -3.40864 -2.27233 0.51993
N -2.08674 -2.88561 -1.33086
C -1.32628 -3.95998 -2.07246
C -2.04478 -1.57466 -1.95413
H -2.42517 -4.09689 0.29287
H -1.68831 -4.01022 -3.09935
H -1.51223 -4.96024 -1.68130
H -0.24912 -3.79336 -2.06495
H -1.08287 -1.06361 -1.99482
H -2.21549 -1.73331 -3.01892
H -2.85571 -0.91699 -1.64115
C -3.09788 1.64018 -3.97041
O -3.58418 2.61290 -3.33284
N -1.88045 1.68192 -4.47638
C -0.91991 2.77276 -4.22858
C -1.35264 0.55704 -5.20628
H -3.62013 0.68517 -4.13597
H -0.64965 2.92741 -5.27316
H -0.06211 2.43026 -3.64982
H -1.35970 3.65001 -3.75410
H -2.05317 -0.23571 -5.46879
H -0.91506 0.98007 -6.11053
H -0.51654 0.04980 -4.72489
C 0.53964 -0.43783 3.64934
O 1.45881 -1.23610 3.40871
N -0.71022 -0.54063 3.22000
C -1.66315 0.56473 3.39970
C -1.13518 -1.48212 2.26597
H 0.68964 0.44190 4.29413
H -2.58000 0.04756 3.68259
H -1.90505 1.17046 2.52639
H -1.46112 1.21126 4.25368
H -1.21153 -0.89844 1.34859
H -0.51639 -2.37388 2.16613
H -2.05196 -2.00334 2.54152
C 2.98801 1.85775 2.09448
O 2.28989 2.47714 2.92024
N 3.54851 2.40500 0.98602
C 4.48817 1.57697 0.12772
C 3.32196 3.77458 0.50244
H 3.20484 0.78136 2.17545
H 5.53912 1.86470 0.15629
H 4.22992 1.70453 -0.92353
H 4.46030 0.50643 0.33086
H 4.31421 4.22426 0.53915
H 3.14215 3.69129 -0.56940
H 2.44023 4.23798 0.94503
C -5.40064 1.02165 1.50791
O -5.89791 1.27799 2.62517
N -4.71753 1.95752 0.80484
C -4.30766 1.74679 -0.54830
C -4.76909 3.38497 1.21599
H -5.45757 0.04834 0.99641
H -3.53072 2.43605 -0.87900
H -5.10325 1.83816 -1.28776
H -3.99525 0.72474 -0.76259
H -5.26789 4.02607 0.48915
H -5.17547 3.56197 2.21179
H -3.73038 3.71463 1.23858
O 1.52551 -0.07428 -1.73102
C 1.25413 -0.45153 -0.58555
O 0.63172 0.27566 0.36183
C 0.32271 1.62513 0.21455
C -1.04067 1.85049 -0.42297
C 1.50727 -1.82448 -0.14190
H 1.00287 2.08385 -0.50312
H 0.33837 2.18666 1.14864
H -1.38501 2.87512 -0.56319
H -1.75908 1.34216 0.22016
H -1.19295 1.26397 -1.32901
H 0.70286 -2.46112 0.22648
H 2.15100 -1.81704 0.73767
H 2.11276 -2.41103 -0.83286

---

# 4
Formula: C28H64O20S8
Source: the OMol25 dataset
Level of theory: ωB97M-V with the def2-TZVPD basis set

charge: 0
HOMO-LUMO gap: 8.03 eV
max |F|: 0.1406 hartree/bohr
HOMO level: -8.076 eV

Atoms and positions in Å:
C -0.12123 -18.46030 7.15002
C -0.37796 -17.34276 6.25934
O -1.73632 -17.12412 6.38325
C -2.22605 -17.75624 7.34504
O -3.31801 -17.75931 7.92839
O -1.31160 -18.51027 7.91675
H 0.64895 -18.15540 7.85850
H 0.11176 -19.40192 6.65284
H -0.06584 -17.58766 5.24411
H 0.04004 -16.44965 6.72380
C -12.73021 -22.39960 15.08968
C -11.58094 -23.35853 15.18441
O -10.51959 -22.40780 15.32001
C -10.81353 -21.23291 14.88189
O -10.11216 -20.21179 14.78576
O -12.12761 -21.17464 14.75771
H -13.32854 -22.20539 15.97984
H -13.42456 -22.68591 14.29974
H -11.57493 -23.95112 14.26958
H -11.54592 -24.13678 15.94677
C -4.20093 -15.33820 13.35897
C -5.34426 -15.22752 14.33757
O -5.02156 -16.12192 15.36925
C -3.68883 -16.31372 15.32420
O -3.00715 -16.95919 16.16684
O -3.17214 -15.66742 14.23850
H -3.91406 -14.40388 12.87644
H -4.52490 -16.18072 12.74797
H -6.30761 -15.23412 13.82765
H -5.39252 -14.25228 14.82201
C -8.09023 -23.30450 11.74607
C -8.68168 -23.86399 10.45514
O -9.99970 -23.35273 10.46759
C -10.32347 -22.96646 11.66658
O -11.46829 -22.63872 11.95364
O -9.25623 -23.08732 12.49663
H -7.60966 -22.35029 11.96199
H -7.39156 -23.91059 12.32281
H -8.74824 -24.95174 10.47673
H -8.10773 -23.71150 9.54112
C -5.29313 -20.12897 16.13920
S -6.47107 -21.55996 16.16384
O -5.59938 -22.55916 15.39147
C -6.20880 -21.89847 18.00396
H -4.43217 -20.31657 16.78082
H -5.78147 -19.16969 16.31070
H -4.89784 -20.09631 15.12394
H -5.20861 -21.58776 18.30593
H -6.48921 -22.90830 18.30347
H -6.79610 -21.18982 18.58791
C -7.21954 -19.58477 13.08685
S -7.22095 -18.46033 11.64558
O -7.10273 -17.00954 12.14296
C -5.61292 -18.97885 10.86667
H -6.52921 -19.10831 13.78292
H -6.82808 -20.55299 12.77473
H -8.23509 -19.67511 13.47235
H -4.85172 -18.86571 11.63860
H -5.31676 -18.37416 10.00951
H -5.59605 -20.05066 10.66915
C -8.98796 -18.87385 8.16221
S -8.72895 -20.65211 8.41638
O -8.05637 -20.94236 9.71285
C -10.44630 -21.23297 8.35694
H -8.14543 -18.22044 8.38870
H -9.89712 -18.62190 8.70814
H -9.32455 -18.72440 7.13632
H -10.99668 -20.90298 9.23802
H -10.60801 -22.27425 8.07825
H -11.01838 -20.85829 7.50815
C -6.37058 -15.87040 7.20491
S -5.88249 -15.20860 8.89727
O -5.61703 -13.71882 8.76529
C -7.54779 -15.27009 9.68791
H -6.98994 -15.17331 6.64050
H -6.59075 -16.92306 7.02732
H -5.53316 -15.74622 6.51831
H -8.16125 -14.57903 9.10979
H -7.69158 -14.90121 10.70346
H -8.00088 -16.24913 9.53201
C -13.08775 -17.72876 13.71509
S -12.10347 -16.47437 12.88258
O -11.32708 -15.69364 14.01472
C -10.69315 -17.53403 12.12570
H -13.11118 -18.71475 13.25100
H -14.12112 -17.38203 13.71881
H -12.61716 -17.76798 14.69749
H -9.77204 -17.05897 11.78808
H -11.15969 -18.14396 11.35212
H -10.41908 -18.32487 12.82395
C -0.21811 -18.96495 14.61886
S -1.25128 -19.82639 13.52290
O -2.54900 -19.97323 14.32665
C -1.67493 -18.29087 12.58784
H 0.05010 -19.70471 15.37313
H -0.80680 -18.21618 15.14886
H 0.63440 -18.57168 14.06508
H -2.22848 -18.58517 11.69617
H -0.80282 -17.75240 12.21695
H -2.30060 -17.53713 13.06589
C -8.72223 -13.72735 13.45975
S -10.28567 -12.74113 13.31013
O -9.96718 -11.25771 13.48401
C -10.53156 -13.14885 11.54899
H -8.73593 -14.79593 13.24520
H -8.45313 -13.61159 14.50964
H -7.89766 -13.33946 12.86165
H -9.54034 -13.39669 11.16932
H -10.91592 -12.27269 11.02677
H -11.19798 -13.99890 11.40269
C -4.74342 -21.24550 7.99650
S -3.98348 -22.02298 9.45397
O -3.60328 -23.49623 9.24471
C -2.56189 -20.88247 9.51976
H -4.79559 -20.18989 8.26304
H -5.74039 -21.54039 7.66909
H -4.12866 -21.49446 7.13152
H -1.99678 -21.08023 8.60891
H -1.95783 -21.47198 10.20946
H -2.76089 -19.82752 9.70836

---

Question: What is the HOMO-LUMO gap in the third record?
Answer: 9.12 eV

---

Question: Which value of HOMO level does entry 4 give?
Answer: -8.076 eV

---

Question: HOMO-LUMO gap of number 1 (C28H63NO17S)?
Answer: 9.15 eV